Entry 1:
The following is a DFT calculation (ωB97M-V with the def2-TZVPD basis set) of a 4-piece molecular cluster, C32H61F6I2N3O9S overall in a non-equilibrium geometry.

The geometry in ORCA input format:
```
! RIJCOSX wB97M-V def2-TZVPD def2/J DEFGRID3
* xyz 0 1
S 1.8557 1.4122 -3.1164
C -3.2349 2.2324 -1.7558
O 9.4615 -1.6929 -2.6049
C -6.1836 4.8434 4.0497
O 0.9302 1.0319 -4.1237
C 6.0148 2.1705 -1.3526
H -4.3060 5.0266 5.1781
C 5.2644 0.9821 -4.5567
N -1.5402 -6.0634 0.6182
H -6.1562 6.8505 5.9016
H -1.7514 2.7443 0.5057
C 2.1667 -2.4091 -3.8914
H -0.7374 1.5007 1.2230
H -3.2161 3.1431 -1.1351
O 1.4974 2.3971 -2.1606
H -4.2688 3.7879 3.9196
H -4.5366 1.7611 1.6834
H 4.0666 -0.7397 1.4193
I 0.2921 -1.9940 -2.9173
C -3.0114 -4.0580 1.2415
H 0.3779 -6.2671 -0.1062
C 4.6859 1.9675 -2.0780
C 9.0566 0.6091 -3.2861
O 4.3119 -0.5496 -0.5785
H 2.9417 -4.4122 -4.1300
H -4.1987 5.4854 3.4860
H 2.6174 -1.0983 0.4692
O 3.2043 1.6938 -3.8840
H -0.9837 -5.6163 2.6308
H -3.2252 -6.7299 2.7831
H 0.3634 -4.2022 1.4827
C 2.6901 -3.7464 -3.3125
H -4.0746 -3.8122 1.2655
C -2.3102 -7.3012 2.6258
C 3.6985 -1.2081 0.5151
H -1.9999 3.1263 -3.2655
N -6.9851 4.2688 5.1147
H -0.7032 -5.3814 -1.1476
C 4.2235 -1.2411 -1.7978
H 5.1998 -1.6084 -2.0929
C 3.1816 -1.2599 -4.0890
C -1.7574 1.7311 0.9085
H -1.9726 -7.6468 3.6034
O 4.6939 0.9213 -5.6135
O 10.2974 -0.0059 -1.3491
H -5.4179 0.9119 -1.1136
H -7.9251 2.5644 5.7841
C -2.8016 -5.3608 0.4555
H -6.4840 4.3747 3.1092
H 1.8511 -2.6481 -4.8974
H -1.3720 0.4930 -0.7931
H -2.3789 1.7222 1.8030
H -2.4234 -0.2486 0.3692
H -5.4105 2.3577 6.4228
C 4.3627 0.9983 -3.2624
C -4.6636 0.8922 -0.3209
C -7.1022 2.8222 5.1100
F 8.2281 -0.7258 -4.9917
H 3.9634 -2.2630 0.5466
H 3.5723 -3.6386 -2.6988
H 1.9102 -4.2363 -2.7462
C -0.4106 -5.5073 -0.1011
H -7.4309 2.5135 4.1138
H -4.8672 2.9488 0.4149
C 7.7711 0.0942 -4.0222
H -2.5484 -8.1744 2.0178
C -5.8770 1.9885 5.5092
H -2.4971 -3.2127 0.7859
C -4.6552 4.7733 4.1763
H 6.0573 0.3059 -0.7634
F 8.8887 1.7704 -2.6515
C 9.6594 -0.4005 -2.2805
H -6.8277 6.6811 7.5151
H -3.6056 -6.0516 0.7181
I 4.8898 -2.2158 -5.0427
F 7.0043 -0.6744 -3.2158
H -6.1822 0.9565 5.6920
H -1.0806 2.2185 -2.0803
H -0.4358 -3.3366 0.1621
C 3.6143 -0.3737 -2.9004
H -6.1278 1.8455 0.9508
H -4.1232 2.3131 -2.3881
H -2.0077 1.3612 -3.3171
C -5.0589 1.9264 0.7415
H 3.5296 -2.0648 -1.6853
H 3.9395 1.8243 -1.3105
H -5.1228 1.9662 4.7236
H -5.7751 4.5607 6.8499
H 4.4624 2.9363 -2.5156
C -6.9205 6.3364 6.4847
H 5.7919 2.8484 -0.5280
F 9.9799 0.8183 -4.2667
H 9.1852 -2.1505 -1.8002
H 1.1588 -4.0229 -0.0776
C 0.1931 -4.1914 0.4053
H -7.9001 6.6359 6.1108
H -2.6739 -4.1455 2.2751
H -2.9360 -5.1651 -0.6109
H 2.8163 -0.6103 -4.8733
H -4.7255 -0.1080 0.1173
F 7.0734 1.0836 -6.0127
H 6.7243 2.7066 -1.9591
C -6.7621 4.8247 6.4360
F 7.1292 2.4239 -4.3088
C -2.0070 2.2250 -2.6514
N -3.3685 1.0254 -0.9599
O 6.6540 1.0514 -0.7706
C -1.2172 -6.4695 1.9729
O 2.4433 0.1953 -2.2701
C -2.2187 0.7011 -0.1338
H -0.3075 -7.0736 1.9214
C 6.8289 1.1603 -4.6962
H -7.5030 4.3779 7.1042
H -6.4699 5.8916 3.9391
*
```

HOMO level: -8.02 eV
SMILES: COC[C@@]1([C@@H](I)[C@@H](C)I)OS(=O)(=O)O[C@]1(CCO)C(=O)C(F)(F)C(F)(F)C(F)(F)C(=O)O.CCN(CC)CC.CCN(CC)CC.CCN(CC)CC
orbital gap: 7.5 eV
max |F|: 1.0 eV/Å
lowest unoccupied orbital energy: -0.539 eV
molecular weight: 1031.71 g/mol
E: -3689.941585 Eh

Here are the Löwdin charges for atoms 1 to 99, given in e: S 0.56; C -0.27; O 0.14; C -0.25; O -0.25; C -0.22; H 0.07; C -0.21; N -0.20; H 0.06; H 0.07; C -0.78; H 0.07; H 0.10; O -0.20; H 0.05; H 0.05; H 0.10; I 1.01; C -0.08; H 0.11; C -0.05; C -0.35; O -0.19; H 0.06; H 0.07; H 0.10; O -0.17; H 0.10; H 0.06; H 0.07; C -0.24; H 0.07; C -0.09; C -0.05; H 0.08; N -0.20; H 0.11; C -0.15; H 0.11; C -0.57; C -0.07; H 0.07; O 0.12; O 0.19; H 0.11; H 0.11; C -0.24; H 0.11; H 0.06; H 0.08; H 0.05; H 0.11; H 0.07; C -0.18; C -0.25; C -0.25; F 0.13; H 0.10; H 0.04; H 0.02; C -0.25; H 0.11; H 0.07; C -0.33; H 0.08; C -0.08; H 0.05; C -0.08; H 0.04; F 0.15; C -0.40; H 0.07; H 0.10; I 1.17; F 0.06; H 0.07; H 0.04; H 0.03; C -0.38; H 0.07; H 0.12; H 0.08; C -0.09; H 0.10; H 0.11; H 0.05; H 0.10; H 0.14; C -0.09; H 0.13; F 0.14; H 0.14; H 0.05; C -0.10; H 0.08; H 0.07; H 0.12; H 0.08

Entry 2:
The following is a DFT calculation (ωB97M-V with the def2-TZVPD basis set) of a 9-piece molecular cluster, C32H61F8O9PSSi overall.

The geometry in ORCA input format:
```
! RIJCOSX wB97M-V def2-TZVPD def2/J DEFGRID3
* xyz 0 1
H -0.8222 8.0842 -3.6052
H 2.5933 4.2868 0.1685
C -2.1392 -6.4403 4.5798
H -8.5660 -1.2223 -6.2710
H -4.1056 -4.9250 -6.9428
H 4.3750 -0.9040 -3.5246
H 9.2162 0.3663 4.2557
H -2.7634 -7.3153 4.3932
C 0.4727 0.1663 -0.4215
F 6.1860 -1.6760 0.2946
H 2.5570 6.0392 0.4469
O -1.2565 -0.0046 1.8299
O 1.6557 -0.6816 5.0573
H -1.3928 9.7524 -3.8094
F 4.9351 -0.6435 2.2314
O 2.8472 0.7401 -0.1805
H -1.2532 6.1335 0.2811
O -2.2919 7.8098 -1.5907
H 3.1045 -1.4135 7.6854
H -1.3773 2.4679 0.5305
C 4.1780 -0.8173 1.1008
H -4.4930 9.0809 -3.3319
C -2.3468 -5.4156 3.4920
F 5.2610 -2.5480 -1.7242
H 0.1684 -0.1766 0.5672
C -5.2769 -4.4817 -5.2027
H -2.2446 8.4171 -4.6120
H -3.6301 -0.6139 3.6997
C -0.2298 6.3270 -0.0244
C -1.9602 2.1614 -0.3239
F 4.5167 0.7960 -2.5064
C -4.5462 -5.2928 -4.1615
H -3.7057 -4.7197 -3.7672
H -3.6404 -3.4306 -6.1012
C 9.5106 -1.6694 1.4456
H -0.8383 1.1815 -2.6668
C -7.5253 -1.0693 -5.9806
F 5.7202 0.3889 -0.1938
O -6.9284 0.4787 -4.2771
H -3.7407 -0.3041 1.9544
H 1.5251 1.9479 -1.0967
C -0.9424 -1.5195 3.6354
H -3.5184 -1.9651 2.5566
H -2.2133 -5.0164 1.3987
H -3.6422 10.4167 -2.5287
H 4.7138 -0.5417 5.0114
H -4.1709 -6.2176 -4.6029
C 0.6252 5.1247 0.2731
H -2.1290 3.0102 -0.9774
H 1.8358 -0.1829 7.5196
C 4.9235 -0.4755 -2.6839
S -4.1835 -0.4472 -2.3886
H -1.0935 -6.7505 4.6063
C 8.7980 -0.1982 3.4255
H 4.2872 -2.2276 5.3831
C 9.9168 -0.8428 2.6406
C 3.9254 -1.2931 4.9498
H 8.9702 -1.0481 0.7300
C 4.6437 -1.3692 -1.4584
C 2.7998 -0.5170 7.1434
H -2.9436 1.8278 -0.0037
C -8.0225 -1.4803 -3.4963
H -0.9712 -6.1282 2.0096
C -4.4832 -4.0500 -6.4114
H 8.8645 -2.4895 1.7624
H -1.9212 -2.0870 -1.8480
H -5.2255 -5.5349 -3.3479
C 2.6909 -0.8171 5.6686
C -1.7043 8.7114 -3.7113
C 5.1842 -0.8424 -0.0809
H 2.3012 -0.0341 1.6693
C -7.4435 -0.5771 -4.5570
H -0.2184 6.5420 -1.0902
H 0.1470 7.1958 0.5187
O 11.0744 -0.7020 2.9554
O -2.7536 -4.3040 3.7392
H 8.2302 0.4761 2.7822
H 3.5861 1.1515 1.6784
C -1.7683 -0.7393 2.6496
O -6.4422 -4.1877 -5.0712
H -9.0863 -1.6410 -3.6819
H -7.5113 -2.4439 -3.5114
H 8.1249 -0.9642 3.8145
H -2.4079 -6.0088 5.5409
C -3.2640 -0.9164 2.7177
H -6.9852 -2.0128 -6.0617
H -5.1197 -3.4752 -7.0800
C 2.0891 5.2150 -0.0932
H 0.1064 -1.3014 3.4816
H -2.6411 -6.6926 1.7950
H 3.6709 -1.4603 3.9139
H 2.1966 5.3884 -1.1651
H -4.4118 9.1433 -1.5603
C -2.5909 8.5485 -2.4999
F 6.2492 -0.5029 -2.9744
O 0.1633 4.1248 0.7778
H 1.3011 1.8587 0.6241
H 3.5402 0.2665 7.3111
C 1.5138 1.2587 -0.2556
H 0.8456 -0.6593 -1.0186
H -7.8933 -1.0185 -2.5200
Si -1.0943 0.7955 -1.2628
H -1.2127 -1.2477 4.6560
C -3.8686 9.3505 -2.4789
H -1.1197 -2.5843 3.4882
H 10.3962 -2.0785 0.9653
H -7.0730 -0.3349 -6.6444
P -2.5580 -0.9154 -1.3799
C -2.0216 -5.8414 2.0810
C 3.1696 0.3206 1.1112
F 3.3210 -1.6262 -1.4253
F 3.5913 -2.0349 1.2360
H -2.8951 -1.2413 -0.0477
*
```

HOMO level: -7.70 eV
SMILES: C[Si@@H](CCOCC(F)(F)C(F)(F)C(F)(F)C(F)F)[PH2]=S.CC(C)=O.CC(C)=O.CC(C)=O.CC(C)=O.CC(C)=O.CC(C)=O.CC(C)=O.CC(C)=O
relative energy (zero: lowest compared OMol25 entry of this formula, charge and spin): 0.0 kcal/mol
orbital gap: 8.1 eV
max |F|: 0.9 eV/Å
lowest unoccupied orbital energy: 0.354 eV
molecular weight: 832.94 g/mol
E: -3761.003429 Eh

Here are the Löwdin charges for atoms 1 to 99, given in e: H 0.08; H 0.07; C -0.02; H 0.09; H 0.08; H 0.17; H 0.08; H 0.09; C -0.29; F 0.13; H 0.08; O 0.01; O 0.06; H 0.09; F 0.08; O -0.14; H 0.08; O 0.06; H 0.09; H 0.00; C -0.39; H 0.09; C -0.50; F 0.13; H 0.04; C -0.49; H 0.09; H 0.09; C -0.03; C -0.23; F 0.10; C -0.02; H 0.08; H 0.09; C -0.02; H -0.02; C -0.02; F 0.16; O 0.03; H 0.07; H 0.12; C -0.01; H 0.08; H 0.08; H 0.08; H 0.09; H 0.08; C -0.48; H 0.03; H 0.08; C -0.29; S 0.02; H 0.09; C -0.02; H 0.09; C -0.51; C -0.02; H 0.08; C -0.35; C -0.02; H 0.02; C -0.02; H 0.09; C -0.02; H 0.09; H -0.07; H 0.08; C -0.48; C -0.02; C -0.33; H 0.14; C -0.51; H 0.07; H 0.09; O 0.07; O 0.05; H 0.08; H 0.15; C -0.46; O 0.06; H 0.08; H 0.07; H 0.08; H 0.08; C -0.02; H 0.05; H 0.08; C -0.02; H 0.05; H 0.09; H 0.05; H 0.09; H 0.08; C -0.49; F 0.10; O 0.05; H 0.11; H 0.09; C -0.25